Density functional theory data (ωB97M-V/def2-TZVPD) for a 9-piece molecular cluster, C36H54O27 overall.

Geometry as ORCA input:
```
! wB97M-V def2-TZVPD RIJCOSX def2/J DEFGRID3
* xyz 0 1
C -4.14261 6.65224 -5.72696
C -5.26166 7.73149 -5.99421
C -5.44300 8.33630 -7.40180
O -6.88764 8.33479 -7.47799
C -7.38178 7.47093 -6.57656
O -8.56496 7.08067 -6.49666
O -6.47172 7.10492 -5.73057
H -3.14024 7.06507 -5.84066
H -4.29584 5.92220 -6.52174
H -4.20783 6.28859 -4.70148
H -5.18598 8.51378 -5.23897
H -4.92796 7.75484 -8.16648
H -5.02950 9.34292 -7.46364
C 0.68652 5.52081 5.51973
C 1.16669 6.93988 5.61933
C 1.95418 7.35415 4.41646
O 1.14663 8.30993 3.77312
C 0.02274 8.53455 4.47206
O -0.92304 9.23005 4.14833
O 0.03080 7.81580 5.58649
H 0.28918 5.39562 4.51248
H -0.04519 5.47034 6.32605
H 1.37811 4.70834 5.74263
H 1.77139 7.07462 6.51615
H 2.22161 6.53930 3.74370
H 2.76436 7.88949 4.91157
C -3.06097 -4.06526 -11.55672
C -3.44275 -3.06831 -10.48582
C -3.88907 -3.84005 -9.24167
O -3.03840 -3.35862 -8.25530
C -2.03266 -2.53815 -8.83214
O -1.08620 -2.10261 -8.20157
O -2.30409 -2.33225 -10.14572
H -2.50570 -3.58954 -12.36511
H -3.88506 -4.70506 -11.87235
H -2.37521 -4.78818 -11.11489
H -4.28792 -2.43647 -10.75884
H -3.86824 -4.91310 -9.43203
H -4.88239 -3.54361 -8.90471
C 10.73571 4.72626 9.49894
C 9.27267 4.31362 9.56588
C 8.33812 5.28089 8.96082
O 7.49372 4.57340 8.05991
C 8.08023 3.33347 7.94407
O 7.62698 2.40747 7.26137
O 9.09468 3.17140 8.81639
H 11.29883 3.85971 9.84547
H 10.93344 5.54907 10.18595
H 11.06775 4.96519 8.48861
H 9.01138 3.98124 10.57055
H 8.88833 6.09425 8.48773
H 7.75812 5.78966 9.73080
C 1.81184 -2.70275 -0.52387
C 1.91684 -1.36224 0.28329
C 3.22577 -0.70244 -0.04077
O 2.92853 0.63477 -0.21234
C 1.66311 0.75143 -0.49671
O 1.10281 1.77381 -0.75237
O 1.01584 -0.49009 -0.28605
H 2.35804 -3.52786 -0.06676
H 2.05435 -2.56086 -1.57703
H 0.78453 -3.06052 -0.45517
H 1.61433 -1.47816 1.32405
H 3.71823 -1.06131 -0.94454
H 3.99030 -0.79348 0.73079
C -1.89329 -11.48090 7.99487
C -1.28103 -10.16765 7.38894
C -0.10440 -9.63388 8.17880
O 0.74100 -9.20710 7.11870
C 0.39711 -9.78470 5.98670
O 0.97630 -9.73738 4.90711
O -0.71279 -10.42308 6.16022
H -2.37622 -11.26717 8.94839
H -1.20571 -12.30829 8.17022
H -2.63818 -11.89443 7.31502
H -2.08378 -9.43939 7.27349
H 0.36043 -10.36918 8.83559
H -0.40830 -8.78342 8.78910
C 9.66834 -1.41622 -5.64222
C 8.86418 -1.51396 -6.99115
C 7.56163 -0.68604 -7.09100
O 7.59817 -0.08519 -8.32135
C 8.83636 -0.22418 -8.86477
O 9.17939 0.28229 -9.90712
O 9.60084 -0.95810 -8.04738
H 10.28450 -0.53328 -5.47238
H 10.30851 -2.29358 -5.55001
H 8.97007 -1.52352 -4.81214
H 8.59582 -2.54625 -7.21575
H 7.51837 -0.00736 -6.23916
H 6.64726 -1.25517 -6.92336
C -4.96072 -4.37587 4.81284
C -3.75918 -3.45848 4.84473
C -4.02087 -1.95952 4.90048
O -3.27564 -1.51586 6.04755
C -2.60600 -2.64890 6.65674
O -1.90778 -2.67859 7.70157
O -2.93812 -3.74698 5.97376
H -5.72621 -3.91782 4.18648
H -5.29139 -4.65665 5.81281
H -4.75152 -5.36461 4.40454
H -3.19002 -3.68169 3.94232
H -5.07992 -1.75383 5.05611
H -3.77860 -1.44533 3.97041
C -7.77511 0.29137 -4.62173
C -7.80857 -0.36521 -3.29062
C -6.79275 0.24981 -2.37085
O -7.50600 0.43624 -1.15656
C -8.78783 0.27721 -1.40485
O -9.66883 0.51910 -0.60309
O -8.99416 -0.18774 -2.55894
H -6.88690 0.15395 -5.23842
H -7.86692 1.37372 -4.53130
H -8.60444 -0.10919 -5.20471
H -7.64547 -1.43988 -3.37172
H -6.42057 1.20431 -2.74303
H -6.01015 -0.50874 -2.38641
*
```

Output
HOMO level ... -10.56 eV
ΔE to the lowest compared entry with this formula, charge and spin ... 116.8 kcal/mol
Max |F| ... 5.6 eV Å⁻¹
Gap between HOMO and LUMO ... 10.7 eV
Calculated total energy ... -3435.62748 hartree
SMILES string ... C[C@H]1COC(=O)O1.C[C@H]1COC(=O)O1.C[C@H]1COC(=O)O1.C[C@H]1COC(=O)O1.C[C@H]1COC(=O)O1.C[C@H]1COC(=O)O1.C[C@H]1COC(=O)O1.C[C@H]1COC(=O)O1.C[C@H]1COC(=O)O1

Atomic partial charges in e from the Mulliken method, atoms 1 to 99: -1.28, 0.28, -0.33, -0.31, 0.67, -0.60, -0.30, 0.36, 0.34, 0.33, 0.29, 0.27, 0.28, -1.38, 0.41, -0.41, -0.33, 0.68, -0.56, -0.35, 0.34, 0.33, 0.37, 0.30, 0.31, 0.29, -1.43, 0.52, -0.46, -0.33, 0.63, -0.52, -0.33, 0.33, 0.39, 0.38, 0.27, 0.26, 0.30, -1.43, 0.45, -0.41, -0.29, 0.62, -0.56, -0.33, 0.36, 0.38, 0.36, 0.26, 0.28, 0.30, -1.36, 0.46, -0.53, -0.31, 0.66, -0.53, -0.34, 0.38, 0.36, 0.34, 0.29, 0.28, 0.31, -1.42, 0.45, -0.39, -0.33, 0.72, -0.60, -0.34, 0.39, 0.36, 0.35, 0.24, 0.28, 0.29, -1.34, 0.43, -0.44, -0.32, 0.64, -0.54, -0.34, 0.34, 0.35, 0.38, 0.24, 0.28, 0.32, -1.36, 0.46, -0.32, -0.34, 0.64, -0.56, -0.33, 0.37